No. 1
Density functional theory data (ωB97M-V with the def2-TZVPD basis set) for 2 unconnected molecules or ions with the total composition C2H3NO2S.

Properties
HOMO-LUMO gap (alpha / beta), eV: 8.2 / 8.2
ΔE to the lowest compared entry with this formula, charge and spin, kJ/mol: 652.3
Spin multiplicity: 1
Total charge: 0

Each line ends with the Mulliken charge.
Atoms and positions in Å:
S1 -1.492268 0.010267 0.362543  0.8356
O1 -2.907165 -0.331574 0.404474  -0.4854
O2 -1.164536 1.436226 0.584619  -0.5578
N1 1.889261 0.960102 0.437838  -0.3800
C1 1.642455 -0.078051 -0.075956  -0.0452
C2 -0.495505 -0.633231 -0.828167  -0.4909
H1 -0.583683 -1.698825 -1.034168  0.3042
H2 2.205729 -0.953034 -0.326119  0.3224
H3 0.905715 1.288124 0.474937  0.4971

Forces on atoms 1 to 2 (eV/Å):
-0.48 1.53 -3.12
1.21 -0.21 0.64

No. 2
Density functional theory data (ωB97M-V with the def2-TZVPD basis set) for a molecular structure, C15H39NO9P2.

Properties
HOMO-LUMO gap, eV: 9.1
Spin multiplicity: 1
Total charge: 0

Each line ends with the Mulliken charge.
Atoms and positions in Å:
P1 3.117300 -2.185738 0.392509  0.4158
P2 0.768445 -0.857314 -0.367585  1.0882
O1 4.698801 -2.196255 -0.290384  -0.5520
O2 0.507771 -1.134067 1.115889  -0.5923
O3 3.136432 2.131540 2.887064  -0.5293
O4 -0.691570 -1.121742 -1.171112  -0.4158
O5 -2.716398 -0.610820 5.076278  -0.4990
O6 1.940614 -1.971555 -0.873121  -0.3680
O7 -4.339600 1.747817 -1.391130  -0.4783
O8 5.883782 -1.827428 -2.797176  -0.5014
O9 1.271927 0.740724 -0.640408  -0.3630
N1 -2.654816 -0.070474 1.592233  -0.4466
C1 -1.693673 -0.177603 -0.735084  -0.0441
C2 1.740002 1.257495 0.639258  0.4811
C3 -4.959084 0.255206 5.157349  -1.1564
C4 -3.044882 1.469788 6.239073  -1.2080
C5 5.947071 -3.412441 -4.606905  -1.2362
C6 5.725494 -1.961826 -4.207404  0.3587
C7 3.587453 2.704154 1.655197  -0.4195
C8 -5.868194 0.971763 -3.082557  -1.2982
C9 -4.628031 1.801319 -2.788475  0.5316
C10 2.907687 -3.889878 1.175141  -1.0443
C11 -3.634404 0.111441 5.890864  0.3458
C12 4.339172 -1.482607 -4.610257  -1.1739
C13 -4.817300 3.249215 -3.212594  -1.4173
C14 2.533109 2.637160 0.473185  -0.5977
C15 -2.575600 -0.718850 0.478171  -0.0184
H1 5.225787 -4.067639 -4.108900  0.3077
H2 -5.722158 -0.062879 -2.763600  0.3105
H3 3.835596 3.788810 1.863645  0.3353
H4 -2.846827 2.051475 5.333508  0.3012
H5 5.218719 -2.380327 -2.366957  0.3321
H6 -3.102515 -1.692243 0.293630  0.3094
H7 6.483360 -1.331355 -4.679008  0.3017
H8 5.849681 -3.544398 -5.687080  0.3796
H9 -2.394590 0.084578 -1.584726  -0.1176
H10 -6.104373 0.978524 -4.148930  0.3876
H11 2.057872 -3.880173 1.917665  0.2885
H12 -2.071744 0.774530 1.499995  0.2066
H13 2.781136 -4.715514 0.415668  0.3220
H14 -2.089535 1.351922 6.755534  0.3064
H15 0.919613 1.421341 1.394022  0.2287
H16 -5.692042 0.790969 5.765909  0.3684
H17 3.324445 1.177673 2.892278  0.3247
H18 -5.091793 2.121821 -0.917993  0.3026
H19 4.929500 -1.251102 -0.301142  0.3352
H20 4.193516 -1.556737 -5.690565  0.3972
H21 1.807285 3.502883 0.494338  0.2713
H22 -4.825371 0.795563 4.215369  0.2775
H23 -3.781649 -0.469874 6.804488  0.2985
H24 6.941588 -3.746183 -4.302345  0.3165
H25 -3.768298 1.374904 -3.312053  0.2790
H26 -1.238831 0.807062 -0.411579  0.2372
H27 -5.645908 3.709603 -2.665857  0.3526
H28 -5.022084 3.323992 -4.282857  0.3747
H29 -5.365477 -0.726598 4.904406  0.3002
H30 3.563418 -2.072583 -4.112247  0.2559
H31 3.893751 -4.092541 1.698817  0.3353
H32 4.535361 2.213889 1.277373  0.2272
H33 -6.732276 1.354950 -2.531392  0.3329
H34 4.189926 -0.443314 -4.308061  0.2963
H35 -2.578897 -0.107175 4.263372  0.3074
H36 -3.923612 3.835122 -2.986097  0.3489
H37 3.005422 2.659923 -0.557503  0.3191
H38 2.480920 0.520228 1.050993  -0.2866
H39 -3.720424 2.041848 6.879865  0.3669

Forces on atoms 1 to 2 (eV/Å):
0.87 1.40 1.72
-1.02 -1.09 3.35

No. 3
Density functional theory data (ωB97M-V with the def2-TZVPD basis set) for a molecular structure, C3H5NO2.

Properties
HOMO-LUMO gap, eV: 10.4
ΔE to the lowest compared entry with this formula, charge and spin, kJ/mol: 202.6
Spin multiplicity: 1
Total charge: 0

Each line ends with the Mulliken charge.
Atoms and positions in Å:
O1 -0.026624 2.149078 -0.468405  -0.5526
O2 -1.437667 0.634533 0.561613  -0.3559
N1 1.610369 -0.136869 0.196794  -0.6140
C1 -0.394243 1.042963 -0.217163  0.5953
C2 0.228214 -0.322053 -0.364105  0.0445
C3 -1.142369 -0.762646 0.276070  -0.3355
H1 -1.238322 -1.432879 1.131462  0.2573
H2 0.382421 -0.781022 -1.345090  0.2276
H3 2.044897 0.526309 -0.441252  0.2556
H4 1.883847 0.151751 1.128141  0.2479
H5 -1.910520 -1.069163 -0.458063  0.2298

Forces on atoms 1 to 2 (eV/Å):
-0.56 -0.28 0.04
-0.16 0.33 0.03

No. 4
Density functional theory data (ωB97M-V with the def2-TZVPD basis set) for C3H4N2S in the gas phase.

Properties
HOMO-LUMO gap, eV: 8.8
ΔE to the lowest compared entry with this formula, charge and spin, kJ/mol: 176.8
Spin multiplicity: 1
SMILES string: Sc1cnc[nH]1
Total charge: 0

Each line ends with the Mulliken charge.
Atoms and positions in Å:
S1 2.469267 -0.107429 -0.024620  -0.2558
N1 -1.579399 0.796164 -0.003715  -0.5653
N2 -0.264438 -1.068404 -0.041449  -0.1341
C1 -1.502338 -0.568656 -0.021232  -0.1724
C2 -0.134164 1.069650 -0.004792  -0.3104
C3 0.675750 -0.060708 0.021314  0.0781
H1 2.644353 1.306894 -0.116872  0.1659
H2 0.038440 2.023920 0.103352  0.5667
H3 -2.277784 -1.293118 -0.278145  0.3212
H4 -0.069691 -2.098312 0.366161  0.3061

Forces on atoms 1 to 2 (eV/Å):
-0.54 1.18 -0.01
3.79 -3.73 -0.37

Summary of total energy in eV
-18536.692 -54683.187 -8775.595 -16989.659
(order as listed above)